No. 1
Here is one molecule with the formula C3H5NO from the Open Molecules 2025 dataset. Energies are from wB97M-V/def2-TZVPD.

## Properties
Net charge: 0
LUMO level (spin up / spin down): 1.1 / 1.1 eV
Energy: -6725.2828 eV
Relative energy (zero: lowest compared OMol25 entry of this formula, charge and spin): 413.9 kJ/mol
Frontier orbital gap (spin up / spin down): 0.29416 / 0.29422 hartree

Geometry (Å):
C1 -0.749 -0.836 -0.101
C2 -0.756 0.651 0.227
N1 0.614 1.069 -0.011
C3 1.358 0.019 -0.112
O1 0.683 -1.138 -0.180
H1 -1.179 -1.489 0.668
H2 -1.198 -1.105 -1.072
H3 -1.478 1.306 -0.252
H4 0.267 1.548 0.924
H5 2.438 -0.025 -0.092

***

No. 2
Here is one molecule with the formula C3H5NO from the Open Molecules 2025 dataset. Energies are from wB97M-V/def2-TZVPD.

## Properties
SMILES: O=C1CCN1
Net charge: 0
LUMO level: 0.9 eV
Energy: -6728.1921 eV
Relative energy (zero: lowest compared OMol25 entry of this formula, charge and spin): 133.2 kJ/mol
Frontier orbital gap: 0.37641 hartree

Geometry (Å):
O1 2.364 0.340 -0.047
C1 1.232 0.005 -0.046
C2 -0.190 1.041 -0.035
C3 -0.886 -0.418 0.036
N1 0.432 -1.047 -0.091
H1 -0.331 1.652 0.933
H2 -0.249 1.632 -0.874
H3 -1.415 -0.473 1.028
H4 -1.647 -0.737 -0.578
H5 0.691 -1.996 -0.325

***

No. 3
Here is one molecule with the formula C3H5NO from the Open Molecules 2025 dataset. Energies are from wB97M-V/def2-TZVPD.

## Properties
SMILES: O=C1CNC1
Net charge: 0
LUMO level: 0.9 eV
Energy: -6728.1498 eV
Relative energy (zero: lowest compared OMol25 entry of this formula, charge and spin): 137.3 kJ/mol
Frontier orbital gap: 0.38489 hartree

Geometry (Å):
O1 -0.558 0.141 -1.796
C1 -0.152 0.078 -0.654
C2 -0.201 0.999 0.623
N1 0.515 -0.107 1.349
C3 0.444 -1.042 0.212
H1 0.330 1.931 0.632
H2 -1.268 1.170 0.940
H3 -0.006 -0.385 2.148
H4 -0.141 -1.930 0.324
H5 1.389 -1.380 -0.199

***

No. 4
Here is one molecule with the formula C3H5NO from the Open Molecules 2025 dataset. Energies are from wB97M-V/def2-TZVPD.

## Properties
SMILES: C[C@@H](O)C#N
Net charge: 0
LUMO level: 0.5 eV
Energy: -6728.5590 eV
Relative energy (zero: lowest compared OMol25 entry of this formula, charge and spin): 97.8 kJ/mol
Frontier orbital gap: 0.44371 hartree

Geometry (Å):
C1 -1.113 0.011 -0.092
C2 0.361 -0.328 0.216
O1 0.927 -1.122 -0.799
C3 0.889 1.058 0.282
N1 0.949 2.214 0.303
H1 -1.291 -0.170 -1.152
H2 -1.213 1.088 0.079
H3 -1.814 -0.559 0.519
H4 0.477 -0.822 1.191
H5 1.828 -1.371 -0.546

***

Look up the net charge of the fourth one. 0

***

Which formula does entry 2 have? C3H5NO

***

relative energy (zero: lowest compared OMol25 entry of this formula, charge and spin) of number 2 (C3H5NO)? 133.2 kJ/mol